Entry 1:
{"formula": "C20H31F3O9", "method": "ωB97M-V with the def2-TZVPD basis set", "species": ["H", "C", "H", "C", "C", "H", "C", "O", "H", "H", "O", "C", "O", "H", "F", "F", "H", "H", "O", "O", "H", "H", "C", "H", "C", "C", "C", "C", "H", "H", "H", "H", "H", "H", "C", "O", "H", "H", "H", "C", "H", "H", "H", "C", "H", "O", "H", "C", "O", "C", "H", "C", "H", "C", "F", "H", "H", "O", "C", "C", "H", "C", "H"], "xyz": [[1.5576, 2.8665, -1.1561], [0.8639, 1.6801, 1.2901], [-1.5633, 6.0350, -0.2311], [2.1538, 1.9782, -1.6314], [6.7555, -4.0908, -1.9512], [-0.7023, 4.4878, -0.3889], [-2.5859, 4.5562, -1.3915], [0.3416, -1.5483, 3.2041], [-3.0882, -5.5668, 1.4847], [6.7567, -4.4274, -0.9114], [8.8083, -3.5989, -3.0670], [1.3120, -0.7814, 0.8179], [-6.7626, 5.4071, -0.5349], [-4.5167, 4.7481, -0.4891], [4.4619, -0.9921, 1.0801], [4.5182, -2.3365, -0.9227], [1.9538, 2.0502, -2.8064], [4.1258, 3.2651, -1.2907], [-2.1877, 3.8239, -2.2960], [0.4403, 2.9423, 1.2003], [1.9815, -2.0458, -1.0923], [5.9227, -4.5420, -2.4965], [0.7996, -0.6110, 2.3647], [-9.6483, 4.4640, 0.0357], [1.7583, -2.1760, 0.0487], [-8.8155, 4.9152, 0.5809], [-3.9918, 5.0941, -1.3831], [-2.1318, -3.3341, 3.9902], [-6.1973, 2.9679, -0.6560], [7.6474, -6.4546, -3.2656], [-1.2394, -2.7020, 4.0492], [-8.9348, 6.0037, 0.5649], [-3.0165, -2.6926, 4.0068], [-4.1812, -4.4973, 2.3912], [3.8062, 2.1437, -1.4811], [2.8143, -2.8444, 0.8236], [-4.5256, 4.7281, -2.2666], [-3.3020, -5.8171, 3.2317], [8.4813, -6.3400, -1.6806], [-7.5131, 4.5465, -0.0777], [-2.1080, 4.5966, 0.6938], [-8.8143, 4.5786, 1.6207], [-7.9236, 2.5514, -0.7334], [-3.2468, -5.0619, 2.4436], [6.6361, -3.0022, -1.9672], [1.7111, 0.6365, -1.2270], [0.8013, -2.8871, 0.1116], [-7.1644, 3.0842, -0.1555], [0.9861, 0.8498, 2.5344], [-1.6859, 4.9492, -0.2507], [4.1330, 1.4329, -0.6110], [1.3206, 0.5652, 0.1853], [9.3737, -6.0381, -3.1881], [8.0579, -4.4595, -2.6098], [5.1240, -3.2798, 1.1814], [-3.9720, 6.1863, -1.4140], [-7.0896, 2.6660, 0.8515], [-1.1677, -4.0138, 1.9142], [-2.0982, -4.1264, 2.7107], [4.1560, -2.3309, 0.5131], [4.3448, 1.7319, -2.4600], [8.4066, -5.9218, -2.6876], [-2.1373, -4.0122, 4.8472]], "nbo_charge": [0.218, 0.766, 0.228, -0.101, -0.721, 0.239, 0.590, -0.514, 0.235, 0.236, -0.547, -0.148, -0.551, 0.239, -0.332, -0.335, 0.209, 0.231, -0.564, -0.502, 0.248, 0.228, 0.798, 0.232, -0.133, -0.721, -0.713, -0.732, 0.237, 0.229, 0.263, 0.239, 0.226, 0.229, -0.664, -0.483, 0.234, 0.231, 0.230, 0.596, 0.231, 0.231, 0.234, -0.720, 0.240, -0.496, 0.266, -0.724, -0.550, -0.720, 0.225, 0.240, 0.236, 0.588, -0.338, 0.234, 0.232, -0.560, 0.599, 1.171, 0.224, -0.720, 0.228], "homo_ev": -9.3136, "e_tot_ha": -1757.1564, "smiles": "CCOC1=C(COC(F)(F)F)C(=O)OC1=O.CC(C)=O.CC(C)=O.CC(C)=O.CC(C)=O", "gap_ev": 7.46, "multiplicity": 1}

=====

Entry 2:
{"formula": "C20H31F6NO2P2", "method": "ωB97M-V with the def2-TZVPD basis set", "species": ["H", "C", "C", "H", "P", "H", "H", "H", "C", "H", "H", "N", "H", "H", "C", "C", "F", "C", "H", "H", "P", "F", "H", "F", "F", "H", "H", "H", "H", "C", "H", "C", "H", "C", "C", "O", "C", "H", "C", "C", "F", "H", "H", "H", "H", "H", "F", "C", "C", "H", "C", "H", "C", "H", "C", "C", "H", "H", "H", "H", "O", "C"], "xyz": [[-0.7536, -0.2644, -3.3736], [-0.6581, 0.4512, -4.1915], [-1.9540, 2.3145, -0.0739], [0.6807, -2.0726, -4.4917], [-1.8135, -2.1036, 2.0496], [-0.0649, -2.4187, -6.0677], [-0.2389, 1.6077, -1.1051], [-2.0273, 3.5885, -2.5810], [2.1849, -1.5885, 2.8648], [-0.8815, 3.1048, -4.4537], [0.9344, 1.2212, -2.8978], [-1.0280, 1.4992, 3.9198], [-1.6431, 0.9032, -4.2917], [-3.9485, -1.0837, 1.1989], [-0.0330, 1.1888, 4.7754], [-3.6180, -1.9225, 1.8119], [5.5313, -0.3078, 0.9341], [2.4876, -0.7322, 2.1066], [-3.5498, 0.6619, 2.3526], [-2.9077, 0.4059, 0.0848], [6.4151, -1.7043, 1.1879], [5.9237, -1.9277, -0.3763], [-1.3626, 2.9899, 0.5404], [7.2732, -0.7747, 2.2417], [5.3751, -1.9091, 2.4683], [-1.0519, -0.2508, -6.1721], [-0.5337, 3.9750, -1.7340], [-0.2114, -1.3873, 0.3297], [-1.6613, -2.0218, -0.3771], [-0.1526, -1.8424, -5.1516], [-1.8163, 1.2313, -1.8790], [-0.1014, -1.0502, 3.9706], [0.5896, 3.6307, -3.6154], [-2.1971, 0.9865, 0.6597], [-1.0592, 3.1969, -2.2831], [1.8490, -2.4612, 3.8030], [-0.2433, 2.9359, -3.5920], [-2.9309, 2.7243, -0.3290], [-0.9503, -2.1779, 0.4317], [-1.2195, 1.9891, -1.3794], [7.9291, -1.9135, 0.5741], [2.9094, -0.0435, 1.4166], [-1.0534, -2.1950, -4.6528], [-2.6830, 2.2354, 2.3486], [-3.9268, -2.8212, 1.2906], [-1.2390, 0.4834, 0.6552], [6.3774, -3.3501, 1.2802], [-2.6159, 1.1709, 2.1375], [-1.1389, -0.7278, 3.0839], [-4.1100, -1.8609, 2.7753], [0.4599, -0.0846, 4.8153], [0.3409, 1.9666, 5.4213], [0.4865, -2.4401, 4.0676], [1.0823, 1.6126, -4.5641], [-1.5766, 0.6141, 3.0614], [0.3541, 1.5349, -3.7588], [1.2560, -0.3657, 5.4821], [0.6652, 0.0184, -5.8834], [-1.3662, 2.4527, 3.9010], [-0.4423, -3.1233, 0.2931], [-0.0892, -3.4168, 4.3803], [-0.2526, -0.3518, -5.4396]], "mulliken_charge": [-0.062, -0.204, -1.201, 0.333, 0.349, 0.400, 0.345, 0.325, 0.151, 0.346, 0.378, 0.060, 0.442, 0.296, -0.724, -1.162, -0.348, -0.243, 0.358, 0.540, 0.994, -0.337, 0.459, -0.335, -0.312, 0.238, 0.310, 0.193, 0.400, -1.334, 0.188, 0.234, 0.358, 0.266, -0.863, -0.399, -0.846, 0.364, -1.018, -0.217, -0.324, 0.489, 0.323, 0.550, 0.403, -0.348, -0.338, -1.441, 0.538, 0.352, -0.384, 0.414, -0.142, 0.539, 0.627, -0.840, 0.578, 0.358, 0.287, 0.475, -0.412, -0.426], "homo_ev": -9.4659, "e_tot_ha": -2267.7719, "gap_ev": 6.89, "multiplicity": 1}

=====

Entry 3:
{"formula": "C20H31FN2O4", "method": "ωB97M-V with the def2-TZVPD basis set", "species": ["C", "H", "C", "H", "H", "C", "C", "C", "C", "C", "H", "H", "C", "C", "H", "H", "N", "H", "H", "H", "C", "H", "H", "H", "C", "H", "C", "F", "H", "N", "C", "C", "H", "H", "H", "H", "H", "H", "C", "H", "O", "H", "C", "C", "H", "H", "H", "H", "H", "O", "C", "C", "H", "H", "O", "C", "O", "H"], "xyz": [[0.3667, 0.0533, 1.7446], [2.7271, 0.0485, -0.5630], [0.8487, 0.8077, -0.7471], [4.3588, -3.6198, 1.3795], [0.0054, -3.3704, 4.2118], [-0.6684, -1.6488, 5.4164], [-0.5870, -2.4704, 4.2857], [-0.3843, 1.0718, -0.2582], [-2.2128, -0.1835, 4.3138], [1.8129, 0.1298, 0.0063], [-2.7191, 2.5830, -6.6291], [-1.1547, 1.5220, -0.8666], [-1.0707, 2.1232, -5.2592], [-1.4428, -2.2056, 3.2171], [-5.4130, 2.8361, -0.8478], [1.8933, -0.7928, -3.8649], [-1.5199, 4.2458, -6.3100], [3.2361, -1.0658, 3.5694], [0.5361, 2.0959, -3.8467], [2.6143, -3.9114, 0.9616], [0.4820, -1.1520, -5.2461], [0.6789, -0.6428, -6.1896], [3.7560, -3.4697, 5.2333], [-3.3512, 2.5563, 1.1374], [3.6269, -3.7667, 0.5852], [-0.0130, -1.9092, 6.2344], [0.4276, 4.0048, -4.8055], [-3.0597, 0.8605, 4.3179], [-4.5541, 1.4881, 0.8874], [1.5942, -0.3238, 1.2710], [0.0340, 2.6694, -4.6118], [3.1910, -2.6232, 4.8431], [-1.4421, -2.9660, 2.4501], [-3.3094, 1.5685, -0.4151], [0.1253, -0.2142, 2.7628], [3.4509, -1.8798, 0.6409], [-1.1543, 1.0681, -5.0446], [2.9018, -2.0308, 5.7112], [-2.2539, -1.0662, 3.2939], [1.1508, 1.2148, -1.7007], [1.1277, -0.3396, -4.2255], [1.2654, 4.3839, -4.2390], [-1.4680, -0.5193, 5.4248], [-3.9062, 2.1370, 0.2982], [-2.9298, -0.8359, 2.4837], [-0.3804, 5.8625, -5.6194], [-1.6193, 0.8946, 1.4749], [-1.6374, 0.1129, 6.2839], [-0.5780, -1.1870, -4.9946], [-4.7373, 3.2135, -0.2798], [-0.6389, 0.7318, 1.0521], [-0.4675, 4.7860, -5.6077], [0.8049, -2.1922, -5.2030], [2.2878, -3.0215, 4.3807], [3.3106, -2.5555, -0.0263], [-1.7990, 2.9683, -6.2150], [3.8809, -1.6589, 3.9619], [3.9764, -4.4149, -0.2184]], "mulliken_spin": [0.165, 0.074, -0.128, 0.000, -0.003, 0.004, 0.012, 0.504, 0.037, 0.278, -0.001, 0.040, 0.003, -0.018, 0.000, 0.001, 0.002, 0.002, 0.010, 0.005, 0.007, 0.000, -0.001, 0.001, 0.000, 0.001, 0.003, -0.031, 0.005, 0.147, -0.025, -0.015, -0.006, 0.003, 0.068, 0.002, 0.008, 0.000, 0.041, -0.057, 0.010, 0.000, -0.001, 0.020, 0.018, 0.000, -0.029, 0.004, -0.001, -0.007, -0.158, 0.001, -0.001, 0.014, -0.001, -0.005, -0.003, -0.001], "charge": -1, "homo_ev": [0.1100, -4.6743], "e_tot_ha": -1290.8392, "gap_ev": [2.63, 7.37], "multiplicity": 2}

=====

Entry 4:
{"formula": "C20H31GeI2N2O4SiTa", "method": "ωB97M-V with the def2-TZVPD basis set", "species": ["H", "N", "H", "C", "H", "H", "O", "I", "C", "H", "Ta", "O", "H", "H", "H", "H", "C", "I", "H", "C", "H", "H", "H", "H", "C", "H", "C", "N", "H", "C", "C", "H", "H", "C", "Si", "Ge", "H", "C", "H", "C", "C", "C", "H", "O", "H", "H", "O", "H", "C", "C", "H", "C", "C", "H", "H", "C", "C", "H", "H", "C", "H", "H"], "xyz": [[3.5455, 2.7252, 0.0815], [-0.8420, 2.0114, -0.3129], [-1.8077, 3.7936, -2.9870], [-2.4146, -2.6762, 2.6945], [-1.2704, 0.2229, -4.3674], [4.2448, -2.3208, -2.9097], [-1.8101, -1.0148, 1.0660], [-2.1311, -4.2059, 1.3223], [0.0465, -3.1992, -2.6455], [-1.7383, 5.6238, -1.2813], [-0.3912, -0.0707, 0.2919], [-0.4557, -0.6635, -1.4403], [5.0989, -1.9761, -1.4159], [5.4339, -0.4655, 1.1082], [0.4203, -0.3171, -4.3225], [-0.0355, -3.6408, -1.6496], [-2.1995, -1.3569, 2.3452], [-3.5853, -2.3943, 6.8549], [1.1001, -3.0113, -2.8577], [4.4101, -1.5576, -2.1505], [4.5000, 2.1416, -1.2792], [-2.9871, -3.9944, 4.2823], [4.9069, -0.7179, -2.6388], [-0.7938, -1.2528, -5.1837], [-2.7775, -1.9334, -2.4712], [-2.9468, -2.4344, -1.5155], [-2.8131, -2.9668, 3.9946], [-0.6993, 1.1952, 2.2434], [-3.2026, -2.5656, -3.2541], [-0.7904, 2.9985, 0.6092], [-0.3232, 2.5975, 1.9802], [-0.0554, 0.8098, 2.9340], [4.3549, 0.4510, 2.1646], [-2.7478, -0.6236, 4.5561], [-0.9741, -1.6630, -2.7783], [3.3763, 0.2051, -0.1496], [-2.8778, 0.1702, 5.2804], [-1.5238, 3.5965, -1.9635], [-0.3056, -3.9427, -3.3642], [-2.0822, 1.0802, 2.8122], [-1.2007, 2.3154, -1.5810], [4.3919, -0.3193, 1.3961], [2.7525, 2.2881, -1.4561], [1.5605, 0.4144, 0.6617], [-2.1841, 1.7705, 3.6507], [2.5968, -1.9974, -1.0293], [1.1194, -0.9101, 1.1482], [2.3912, -0.7423, -2.2525], [-2.3521, -0.3244, 3.2622], [-0.6189, -0.6506, -4.2890], [-0.7338, 3.2700, 2.7347], [3.0801, -1.1417, -1.5050], [-1.4809, 4.6077, -1.0135], [-3.3372, -0.9952, -2.4754], [-1.2157, 1.4938, -2.2826], [3.5483, 2.0303, -0.7573], [-1.1094, 4.3009, 0.2871], [-1.0707, 5.0654, 1.0510], [-2.7826, 1.3912, 2.0314], [-2.9847, -1.9451, 4.9185], [0.7648, 2.6779, 2.0206], [4.0093, -1.2566, 1.7967]], "nbo_charge": [0.253, -0.600, 0.264, -0.209, 0.241, 0.237, -0.742, 0.233, -1.151, 0.259, 2.570, -1.055, 0.221, 0.272, 0.249, 0.254, 0.296, 0.253, 0.250, -0.615, 0.276, 0.257, 0.216, 0.275, -1.158, 0.259, -0.234, -0.668, 0.274, 0.246, -0.272, 0.427, 0.257, -0.201, 1.859, 1.858, 0.240, -0.234, 0.272, -0.235, 0.090, -1.126, 0.243, -0.627, 0.227, 0.247, -0.451, 0.230, -0.117, -1.152, 0.237, -0.889, -0.070, 0.246, 0.237, -1.132, -0.226, 0.256, 0.220, -0.153, 0.253, 0.265], "charge": 2, "homo_ev": -13.2879, "e_tot_ha": -4209.6670, "gap_ev": 6.64, "multiplicity": 1, "e_above_lowest_kcal_mol": 0.0}